Density functional theory data (ωB97M-V with the def2-TZVPD basis set) for the molecule ClH2PS in a non-equilibrium geometry.

Summary:
- relative energy (zero: lowest compared OMol25 entry of this formula, charge and spin) (kcal/mol) = 51.4
- HOMO level (eV) = -10.0

The geometry in ORCA input format:
```
! wB97M-V def2-TZVPD RIJCOSX def2/J DEFGRID3
* xyz 0 1
P 0.414 -0.598 0.303
S -1.224 -1.869 0.201
Cl 0.022 -4.059 0.584
H 0.011 0.096 -0.961
H 0.094 0.046 1.448
*
```

***

Density functional theory data (ωB97M-V with the def2-TZVPD basis set) for a cluster of 9 separate species, C62H143N9O12 in total in a non-equilibrium geometry.

Summary:
- relative energy (zero: lowest compared OMol25 entry of this formula, charge and spin) (kcal/mol) = 0.0
- HOMO level (eV) = -8.3

The geometry in ORCA input format:
```
! wB97M-V def2-TZVPD RIJCOSX def2/J DEFGRID3
* xyz 0 1
C 13.289 9.917 18.465
C 14.014 11.080 19.150
C 13.618 12.342 18.421
C 13.747 11.106 20.664
C 14.454 12.204 21.427
C 15.955 11.932 21.273
C 16.447 11.854 19.816
C 16.509 13.282 19.252
C 17.832 11.207 19.843
N 15.505 10.903 19.102
O 15.814 10.985 17.676
H 13.362 10.072 17.410
H 13.720 8.943 18.692
H 12.236 10.002 18.746
H 12.550 12.422 18.366
H 13.969 13.252 18.928
H 13.964 12.443 17.416
H 12.693 11.125 20.897
H 14.111 10.078 20.983
H 14.230 13.261 21.139
H 14.291 12.097 22.504
H 16.153 10.941 21.648
H 16.494 12.653 21.875
H 16.618 13.358 18.198
H 17.359 13.819 19.708
H 15.606 13.890 19.549
H 17.722 10.229 20.363
H 18.422 11.879 20.466
H 18.324 11.057 18.929
H 16.177 10.119 17.432
C 26.049 18.533 21.516
C 24.945 18.023 20.550
C 24.736 16.546 20.926
C 23.635 18.825 20.781
C 23.784 20.249 20.121
C 24.100 20.137 18.634
C 25.382 19.402 18.382
C 25.507 18.984 16.869
C 26.612 20.339 18.765
N 25.271 18.122 19.133
O 26.490 17.360 18.827
H 27.006 17.977 21.426
H 26.279 19.553 21.375
H 25.711 18.327 22.563
H 24.048 16.522 21.768
H 24.256 16.008 20.132
H 25.708 16.113 21.205
H 22.873 18.209 20.310
H 23.448 18.864 21.867
H 22.978 20.877 20.417
H 24.693 20.709 20.516
H 24.171 21.108 18.197
H 23.274 19.589 18.103
H 26.501 18.641 16.654
H 25.419 19.886 16.339
H 24.785 18.266 16.539
H 27.527 19.744 19.030
H 26.335 20.963 19.592
H 26.852 21.029 17.929
H 27.176 17.775 19.359
C 17.969 23.320 18.030
C 16.974 23.000 16.861
C 17.642 23.523 15.609
C 16.562 21.563 16.666
C 15.578 21.042 17.633
C 14.341 21.918 17.767
C 14.620 23.435 17.920
C 13.476 24.311 17.587
C 15.075 23.598 19.374
N 15.680 23.766 16.907
O 16.089 25.110 17.147
H 17.774 22.751 18.921
H 18.957 23.188 17.660
H 17.842 24.348 18.295
H 18.234 24.412 15.767
H 18.360 22.816 15.241
H 16.916 23.827 14.873
H 16.136 21.422 15.644
H 17.528 20.946 16.693
H 15.291 19.998 17.363
H 16.154 20.948 18.584
H 13.749 21.556 18.658
H 13.780 21.763 16.819
H 13.338 24.426 16.560
H 13.610 25.314 17.965
H 12.610 23.881 18.111
H 15.908 22.940 19.649
H 14.278 23.398 20.125
H 15.336 24.647 19.583
H 15.832 25.656 16.404
C 14.375 14.462 14.858
C 15.102 15.750 15.379
C 16.613 15.373 15.635
C 14.947 16.798 14.266
C 13.605 17.483 14.254
C 13.361 18.140 15.640
C 13.254 17.006 16.721
C 13.228 17.657 18.109
C 12.012 16.114 16.558
N 14.615 16.351 16.612
O 14.853 15.357 17.622
H 13.501 14.626 14.305
H 15.111 14.001 14.203
H 14.221 13.685 15.608
H 17.051 15.108 14.696
H 17.084 16.204 16.106
H 16.616 14.566 16.338
H 15.670 17.570 14.422
H 15.151 16.452 13.215
H 13.604 18.256 13.498
H 12.753 16.896 14.021
H 12.353 18.623 15.534
H 14.096 18.949 15.958
H 14.225 18.091 18.343
H 13.018 16.968 18.891
H 12.495 18.506 18.157
H 11.099 16.595 16.831
H 12.152 15.246 17.223
H 11.892 15.827 15.523
H 14.129 14.698 17.597
C 21.247 15.439 19.789
O 20.726 16.767 19.908
C 19.300 16.816 20.073
C 18.597 17.161 18.730
C 19.005 18.518 18.170
N 17.153 17.124 18.959
H 22.353 15.443 19.956
H 20.993 14.891 18.862
H 20.842 14.888 20.603
H 18.969 15.824 20.391
H 19.016 17.513 20.896
H 18.959 16.376 18.031
H 18.389 18.840 17.291
H 20.055 18.531 17.916
H 18.808 19.335 18.868
H 16.643 16.270 18.774
H 16.665 17.642 18.268
C 23.004 10.715 16.605
O 22.312 11.811 16.034
C 21.047 11.481 15.571
C 20.402 12.753 15.028
C 18.882 12.674 14.769
N 21.022 13.169 13.770
H 23.215 9.900 15.876
H 22.456 10.200 17.425
H 24.002 11.072 17.026
H 21.102 10.647 14.840
H 20.465 11.225 16.485
H 20.573 13.615 15.709
H 18.277 12.561 15.682
H 18.679 11.936 13.986
H 18.626 13.594 14.270
H 20.795 12.527 13.030
H 22.038 13.186 13.929
C 12.126 15.178 20.755
O 12.650 16.414 21.178
C 14.037 16.577 21.381
C 14.270 18.078 21.659
N 15.690 18.371 21.654
C 16.049 19.777 21.884
C 17.564 19.956 21.792
O 17.975 21.284 21.909
C 19.133 21.548 21.118
H 12.366 14.397 21.486
H 12.549 14.875 19.763
H 11.050 15.299 20.736
H 14.536 16.271 20.421
H 14.436 15.935 22.176
H 13.869 18.316 22.627
H 13.686 18.711 20.964
H 16.140 17.996 20.798
H 15.662 20.185 22.801
H 15.728 20.497 21.093
H 17.729 19.536 20.799
H 18.085 19.351 22.566
H 19.207 22.611 20.974
H 19.066 20.984 20.174
H 20.060 21.300 21.685
C 24.240 15.140 13.280
O 24.758 15.195 14.567
C 24.064 14.298 15.427
C 24.755 14.205 16.768
N 26.100 13.692 16.499
C 27.016 13.836 17.684
C 28.452 13.902 17.195
O 28.685 15.275 16.795
C 30.028 15.420 16.404
H 23.305 15.741 13.191
H 24.084 14.058 12.962
H 24.960 15.601 12.634
H 24.233 13.326 14.930
H 23.049 14.490 15.647
H 24.080 13.548 17.366
H 24.847 15.194 17.241
H 26.510 14.387 15.866
H 26.856 13.011 18.375
H 26.762 14.774 18.207
H 28.617 13.223 16.368
H 29.190 13.651 17.966
H 30.578 15.793 17.274
H 30.003 16.242 15.696
H 30.431 14.575 15.886
C 18.428 14.143 11.072
O 18.068 15.483 10.826
C 19.180 16.288 10.557
C 20.033 16.625 11.801
N 19.325 17.390 12.841
C 19.647 16.893 14.192
C 20.907 17.439 14.815
O 21.113 16.765 16.020
C 22.303 17.053 16.669
H 17.591 13.556 11.482
H 19.350 14.125 11.671
H 18.632 13.638 10.106
H 18.851 17.181 10.075
H 19.807 15.692 9.876
H 20.838 17.328 11.460
H 20.551 15.743 12.102
H 18.300 17.278 12.706
H 19.779 15.793 14.088
H 18.786 17.028 14.848
H 20.821 18.511 15.029
H 21.816 17.279 14.221
H 22.418 16.334 17.491
H 22.349 18.012 17.161
H 23.148 17.080 15.930
*
```

***

Density functional theory data (ωB97M-V with the def2-TZVPD basis set) for a cluster of 2 separate species, C2H3NO2S in total in a non-equilibrium geometry.

Summary:
- relative energy (zero: lowest compared OMol25 entry of this formula, charge and spin) (kcal/mol) = 163.7
- HOMO level (eV) = -9.1

The geometry in ORCA input format:
```
! wB97M-V def2-TZVPD RIJCOSX def2/J DEFGRID3
* xyz 0 1
C -0.583 0.705 -0.254
C 1.233 -0.513 -0.373
N -1.250 0.148 0.871
O -0.961 0.681 1.959
O -1.980 -0.803 0.638
S -0.795 1.581 -1.553
H 1.584 -0.630 0.692
H 0.908 -1.378 -0.885
H 1.845 0.209 -1.095
*
```

***

Density functional theory data (ωB97M-V with the def2-TZVPD basis set) for a structure of composition C15H33BIO4P2Zr in a non-equilibrium geometry.

Summary:
- relative energy (zero: lowest compared OMol25 entry of this formula, charge and spin) (kcal/mol) = 16.0
- HOMO level (spin up / spin down) (eV) = -18.9 / -18.9

The geometry in ORCA input format:
```
! wB97M-V def2-TZVPD RIJCOSX def2/J DEFGRID3
* xyz 3 1
C 0.386 3.322 0.144
C 0.106 1.934 -0.224
H 0.044 4.032 -0.621
H 1.468 3.429 0.328
H -0.124 3.516 1.102
O -0.311 1.445 -1.329
I 1.156 -1.126 2.426
Zr -0.065 -0.215 0.086
P -2.310 0.484 1.357
C -3.804 -0.202 0.568
C -2.513 -0.407 2.939
H -3.399 -0.018 3.445
H -3.813 2.150 2.263
H -1.623 -0.303 3.557
H -2.111 2.706 2.293
H -3.665 -1.281 0.448
H -2.667 -1.468 2.721
C -2.868 2.175 1.707
H -4.654 -0.005 1.230
H -3.023 2.699 0.758
H -3.960 0.268 -0.408
P 2.369 -0.225 -0.992
C 2.013 -1.132 -2.532
C 3.069 1.322 -1.645
H 3.949 -0.834 0.738
H 4.720 -0.812 -0.873
H 3.672 -2.180 -0.385
C 3.815 -1.094 -0.315
H 3.235 2.035 -0.833
H 4.021 1.112 -2.144
H 2.963 -1.348 -3.031
H 1.383 -0.517 -3.181
H 2.379 1.776 -2.365
H 1.475 -2.059 -2.306
C -1.425 -1.402 -1.285
O -2.098 -1.189 -2.243
C -0.278 -6.059 -0.651
C -1.160 -4.828 -0.733
C -2.131 -5.089 -1.897
O -0.346 -3.700 -1.070
B -0.990 -2.646 -0.443
O -1.901 -2.965 0.577
C -1.903 -4.388 0.630
C -3.357 -4.816 0.737
C -1.121 -4.839 1.854
H 0.559 -5.931 0.028
H 0.093 -6.300 -1.653
H -0.876 -6.895 -0.298
H -1.561 -5.202 -2.834
H -2.649 -6.036 -1.725
H -2.916 -4.331 -2.050
H -3.431 -5.911 0.659
H -3.752 -4.507 1.715
H -3.941 -4.336 -0.064
H -0.086 -4.460 1.859
H -1.611 -4.497 2.776
H -1.130 -5.938 1.862
*
```